[1]
26
Properties=species:S:1:pos:R:3:nbo_charge:R:1 method="wB97M-V/def2-TZVPD" de_lowest_kj_mol=185.1 homo_ev=-13.76 total_charge=+1 largest_force_ha_per_bohr=0.09998
C -1.31 3.04 -0.22 -0.45
N -1.63 2.18 0.93 -0.53
C -1.78 0.86 0.73 0.42
N -2.04 0.00 1.71 -0.76
H -1.00 4.10 0.06 0.24
H -2.33 3.34 -0.63 0.21
H -0.63 2.78 -0.99 0.25
H -1.90 2.59 1.83 0.43
H -1.50 0.33 -0.24 0.26
H -2.35 0.24 2.69 0.42
H -1.66 -0.99 1.66 0.46
H 0.35 -2.71 1.87 0.49
H 0.14 -1.82 0.53 0.50
O 0.24 -1.82 1.49 -1.01
H -0.58 -2.16 -1.58 0.49
H 0.76 -1.59 -1.54 0.52
O -0.05 -1.64 -1.04 -0.98
H 1.54 0.92 0.86 0.48
H 0.89 0.23 -0.33 0.50
O 0.71 0.86 0.42 -0.98
H 2.01 -1.38 0.86 0.51
H 3.34 -1.13 0.03 0.48
O 2.42 -1.27 -0.08 -1.00
H 2.72 -1.15 -3.13 0.50
H 1.86 -2.39 -2.92 0.48
O 1.79 -1.42 -2.96 -0.95



[2]
16
Properties=species:S:1:pos:R:3:nbo_charge:R:1 method="wB97M-V/def2-TZVPD" de_lowest_kj_mol=341.5 homo_ev="-7.27 / -9.35" largest_force_ha_per_bohr=0.08215
C 1.87 1.12 0.30 -0.64
C 0.84 -0.81 -1.08 -0.63
C 0.87 0.03 0.21 -0.12
N -0.43 0.76 0.44 -0.54
O -3.09 -1.27 1.22 -0.99
P -2.84 -0.74 -0.27 0.88
Cl -4.23 0.61 -0.21 -0.27
H 2.89 0.69 0.48 0.22
H 2.06 1.86 -0.55 0.22
H 1.81 1.84 1.18 0.23
H 1.40 -1.72 -0.86 0.21
H 1.24 -0.20 -1.92 0.21
H -0.31 -1.07 -1.17 0.22
H 0.93 -0.71 1.08 0.18
H -0.65 1.43 -0.39 0.31
H -2.36 -1.83 1.54 0.51



[3]
22
Properties=species:S:1:pos:R:3:nbo_charge:R:1 method="wB97M-V/def2-TZVPD" de_lowest_kj_mol=144.3 homo_ev=-14.02 total_charge=+1 largest_force_ha_per_bohr=0.04521
N -0.68 0.59 0.45 -0.68
C 0.01 1.27 -0.68 -0.26
C 1.48 0.86 -0.69 -0.24
N 1.56 -0.56 -0.95 -0.85
H -1.03 1.21 1.17 0.46
H -1.46 -0.01 0.15 0.46
H -0.06 -0.14 0.81 0.47
H -0.48 0.97 -1.62 0.22
H -0.18 2.31 -0.86 0.26
H 2.01 1.56 -1.34 0.21
H 1.93 1.06 0.29 0.20
H 1.01 -0.92 -1.71 0.35
H 2.51 -0.81 -1.16 0.39
H -0.25 -2.41 -3.09 0.46
H -0.34 -1.08 -2.87 0.42
O -0.60 -1.66 -3.61 -0.88
H 0.19 0.50 3.64 0.50
H -0.68 1.68 3.34 0.50
O -0.52 0.78 3.04 -0.99
H -1.22 -2.43 1.61 0.49
H -1.47 -1.14 2.44 0.49
O -1.73 -1.62 1.64 -0.97